Molecular formula: C2H5ClO3S
Method: DFT, wB97M-V/def2-TZVPD

Computed properties:
DFT total energy ... -1163.26708 Eh
Orbital gap ... 9.08 eV
Energy relative to the best compared isomer or geometry (same formula, charge and spin) ... 9.02 kcal per mole

The geometry in ORCA input format:
```
! wB97M-V def2-TZVPD RIJCOSX def2/J DEFGRID3
* xyz 0 1
C 0.928 2.528 1.565
C 0.560 1.040 1.638
O -0.605 -2.270 -1.847
O -2.852 -1.623 -1.429
O 0.363 0.315 0.673
S -1.544 -1.176 -1.709
Cl -0.253 -4.611 -3.511
H 0.300 3.119 2.215
H 1.922 2.584 2.016
H 1.094 2.908 0.509
H 0.601 0.741 2.750
H -0.515 -3.555 -2.871
*
```

For each atom in turn, the Löwdin charge in e is: number 1, C, carries -0.07; number 2, C, carries -0.29; number 3, O, carries -0.49; number 4, O, carries -0.39; number 5, O, carries 0.00; number 6, S, carries 0.93; number 7, Cl, carries 0.30; number 8, H, carries 0.07; number 9, H, carries 0.07; number 10, H, carries 0.10; number 11, H, carries 0.13; number 12, H, carries -0.35

---

Molecular formula: C28H25CrF5N4O2Se
Method: DFT, wB97M-V/def2-TZVPD

Computed properties:
DFT total energy ... -5396.78724 Eh
Orbital gap (spin up / spin down) ... 6.31 / 6.34 eV
Energy relative to the best compared isomer or geometry (same formula, charge and spin) ... 10.97 kcal per mole

The geometry in ORCA input format:
```
! wB97M-V def2-TZVPD RIJCOSX def2/J DEFGRID3
* xyz -2 5
Cr -0.828 0.666 -0.339
C -0.176 -1.542 -2.656
N -1.289 -1.038 -1.842
C -2.345 -0.514 -2.730
C -1.815 -2.055 -0.946
C -2.655 -3.052 -1.417
C -3.321 -3.907 -0.550
C -3.168 -3.696 0.816
C -2.292 -2.736 1.287
C -1.496 -1.955 0.423
N -0.515 -1.048 0.807
C 0.179 -1.254 1.979
C 0.198 -2.466 2.706
C 0.830 -2.604 3.931
C 1.524 -1.544 4.491
C 1.658 -0.396 3.721
C 1.056 -0.255 2.479
N 1.437 0.827 1.618
C 2.629 0.426 0.873
C 1.667 2.098 2.277
H -0.519 -2.347 -3.321
H 0.606 -1.921 -1.998
H 0.241 -0.721 -3.236
H -2.702 -1.291 -3.417
H -1.957 0.326 -3.295
H -3.178 -0.154 -2.129
H -2.818 -3.135 -2.484
H -3.979 -4.677 -0.931
H -3.748 -4.275 1.525
H -2.228 -2.555 2.350
H -0.300 -3.332 2.299
H 0.771 -3.557 4.445
H 1.989 -1.621 5.466
H 2.284 0.412 4.079
H 3.468 0.226 1.564
H 2.898 1.208 0.167
H 2.416 -0.474 0.297
H 2.594 2.110 2.875
H 0.829 2.337 2.932
H 1.750 2.875 1.518
F -2.892 0.179 2.218
C -2.473 1.474 2.187
C -1.575 1.903 1.236
C -1.274 3.248 1.328
F -0.407 3.828 0.464
C -1.798 4.106 2.282
F -1.457 5.412 2.326
C -2.690 3.614 3.217
F -3.221 4.429 4.152
C -3.035 2.279 3.170
F -3.914 1.791 4.071
O -2.630 2.654 -3.444
C -1.800 2.844 -2.554
O -1.519 2.072 -1.588
H -1.192 3.773 -2.582
Se 1.632 1.549 -2.176
C 2.994 0.753 -3.188
C 3.445 -0.565 -2.992
C 4.451 -1.091 -3.781
N 5.073 -0.437 -4.767
C 4.647 0.818 -4.957
C 3.652 1.436 -4.228
H 3.005 -1.171 -2.209
H 4.782 -2.113 -3.608
H 5.141 1.368 -5.755
H 3.366 2.455 -4.454
*
```

For each atom in turn, the Löwdin charge in e is: number 1, Cr, carries 0.66; number 2, C, carries -0.09; number 3, N, carries -0.25; number 4, C, carries -0.07; number 5, C, carries -0.20; number 6, C, carries -0.05; number 7, C, carries -0.12; number 8, C, carries -0.11; number 9, C, carries -0.06; number 10, C, carries -0.23; number 11, N, carries -0.01; number 12, C, carries -0.21; number 13, C, carries -0.05; number 14, C, carries -0.13; number 15, C, carries -0.13; number 16, C, carries -0.05; number 17, C, carries -0.20; number 18, N, carries -0.20; number 19, C, carries -0.13; number 20, C, carries -0.10; number 21, H, carries 0.09; number 22, H, carries 0.09; number 23, H, carries 0.05; number 24, H, carries 0.08; number 25, H, carries 0.07; number 26, H, carries 0.10; number 27, H, carries 0.10; number 28, H, carries 0.08; number 29, H, carries 0.09; number 30, H, carries 0.10; number 31, H, carries 0.09; number 32, H, carries 0.09; number 33, H, carries 0.08; number 34, H, carries 0.09; number 35, H, carries 0.09; number 36, H, carries 0.01; number 37, H, carries 0.07; number 38, H, carries 0.07; number 39, H, carries 0.09; number 40, H, carries 0.09; number 41, F, carries 0.06; number 42, C, carries -0.23; number 43, C, carries -0.05; number 44, C, carries -0.26; number 45, F, carries 0.06; number 46, C, carries -0.16; number 47, F, carries 0.08; number 48, C, carries -0.16; number 49, F, carries 0.08; number 50, C, carries -0.16; number 51, F, carries 0.07; number 52, O, carries -0.06; number 53, C, carries -0.56; number 54, O, carries -0.25; number 55, H, carries 0.12; number 56, Se, carries 0.66; number 57, C, carries -0.71; number 58, C, carries -0.14; number 59, C, carries -0.21; number 60, N, carries 0.00; number 61, C, carries -0.21; number 62, C, carries -0.16; number 63, H, carries 0.08; number 64, H, carries 0.08; number 65, H, carries 0.08; number 66, H, carries 0.08

---

Molecular formula: C3H11N2S2
Method: DFT, wB97M-V/def2-TZVPD

Computed properties:
DFT total energy ... -1026.50498 Eh
Orbital gap ... 10.39 eV
SMILES ... CC[C@@](N)([NH3+])SS
Energy relative to the best compared isomer or geometry (same formula, charge and spin) ... 40.83 kcal per mole

The geometry in ORCA input format:
```
! wB97M-V def2-TZVPD RIJCOSX def2/J DEFGRID3
* xyz 1 1
C 1.852 -0.706 1.054
C 0.528 0.018 1.221
C -0.454 0.114 -0.055
N -1.599 0.862 0.015
N 0.363 0.841 -1.201
S -1.759 -1.371 -2.358
S -0.743 -1.657 -0.562
H 2.576 -0.272 0.397
H 2.232 -0.545 2.070
H 1.826 -1.848 0.911
H 0.872 1.041 1.528
H 0.010 -0.471 2.026
H -1.627 1.884 0.278
H -2.437 0.409 0.513
H 1.308 0.385 -1.185
H -0.287 0.322 -1.883
H 0.330 1.883 -0.933
H -2.991 -0.887 -1.834
*
```

For each atom in turn, the Löwdin charge in e is: number 1, C, carries -0.14; number 2, C, carries -0.24; number 3, C, carries -0.86; number 4, N, carries 0.01; number 5, N, carries 0.16; number 6, S, carries 0.41; number 7, S, carries 0.57; number 8, H, carries 0.06; number 9, H, carries 0.09; number 10, H, carries 0.11; number 11, H, carries 0.13; number 12, H, carries 0.11; number 13, H, carries 0.14; number 14, H, carries 0.15; number 15, H, carries 0.15; number 16, H, carries 0.05; number 17, H, carries 0.20; number 18, H, carries -0.10